DFT (ωB97M-V/def2-TZVPD) results for the molecule C12H12Cl2O6 in a non-equilibrium geometry.

Values from the calculation:
HOMO-LUMO gap, hartree: 0.30174
Structure (SMILES): O=C(OCCO)c1cc(Cl)c(C(=O)OCCO)cc1Cl
Electronic energy, eV: -49956.42810
2S+1: 1
Max |F|, Eh/bohr: 0.334
ΔE to the lowest compared entry with this formula, charge and spin, kJ/mol: 1161.70

Bonds (Å) are listed after each position.
CARTESIAN COORDINATES (ANGSTROEM)
1 O -3.19 -1.74 -0.60  C2 1.221
2 C -2.57 -0.71 -0.35  O1 1.221, O3 1.420, C12 1.247
3 O -3.26 0.52 -0.20  C2 1.420, C4 1.536
4 C -4.76 0.33 -0.44  O3 1.536, H5 1.235, H6 1.218, C7 1.617
5 H -4.98 0.18 -1.64  C4 1.235
6 H -5.27 -0.65 0.07  C4 1.218
7 C -5.57 1.47 0.39  C4 1.617, O8 1.428, H10 1.287, H11 1.019
8 O -6.88 1.65 -0.14  C7 1.428, H9 0.986
9 H -7.33 0.88 0.28  O8 0.986
10 H -5.03 2.46 -0.23  C7 1.287
11 H -5.32 1.80 1.32  C7 1.019
12 C -1.38 -0.40 -0.19  C2 1.247, C13 1.201, C17 1.714
13 C -0.73 0.61 -0.21  C12 1.201, C14 1.484, H32 1.235
14 C 0.61 1.12 0.16  C13 1.484, C15 1.448, Cl31 1.735
15 C 1.45 -0.06 0.20  C14 1.448, C16 1.450, C20 1.542
16 C 0.88 -1.37 0.46  C15 1.450, C17 1.327, H19 1.089
17 C -0.37 -1.73 0.18  C12 1.714, C16 1.327, Cl18 1.638
18 Cl -1.00 -3.24 0.25  C17 1.638
19 H 1.72 -2.06 0.43  C16 1.089
20 C 2.89 0.21 0.69  C15 1.542, O21 1.083, O22 1.241
21 O 3.36 1.15 0.97  C20 1.083
22 O 3.51 -0.81 0.34  C20 1.241, C23 1.534
23 C 5.04 -0.69 0.35  O22 1.534, H24 1.156, H25 0.923, C26 1.594
24 H 5.35 -1.76 0.62  C23 1.156
25 H 5.29 0.00 0.92  C23 0.923
26 C 5.73 -0.18 -0.99  C23 1.594, O27 1.250, H29 0.962, H30 1.082
27 O 5.11 0.86 -1.31  C26 1.250, H28 1.185
28 H 5.14 1.78 -0.56  O27 1.185
29 H 6.66 -0.18 -0.74  C26 0.962
30 H 5.46 -0.89 -1.76  C26 1.082
31 Cl 1.17 2.76 0.03  C14 1.735
32 H -1.45 1.60 -0.39  C13 1.235